(1)
Density functional theory data (ωB97M-V/def2-TZVPD) for 11 unconnected molecules or ions with the total composition C28H61BrFIN12O28P2S.

The SMILES is C=CC(=O)OCCCCCC[C@@]1(CC(=O)I)[C@@](P(N)O)(P(O)Br)[C@@H](C)S(=O)(=O)O[C@@]1(F)NCC.C[N+](=O)[O-].C[N+](=O)[O-].C[N+](=O)[O-].C[N+](=O)[O-].C[N+](=O)[O-].C[N+](=O)[O-].C[N+](=O)[O-].C[N+](=O)[O-].C[N+](=O)[O-].C[N+](=O)[O-]. The spin multiplicity is 1. Its gap between HOMO and LUMO is 6.814 eV. The value obtained for the HOMO energy is -0.293 Eh. For the LUMO energy, the calculation gives -1.152 eV.

Each line ends with the Löwdin charge.
Atoms and positions in Å:
C1 -6.16979 3.39474 1.94512  -0.02
C2 -6.56122 3.29009 0.55047  -0.04
C3 -5.59315 2.63214 -0.54114  -0.40
O1 -4.82782 3.26427 -1.29283  0.07
O2 -5.68252 1.23062 -0.65984  -0.06
C4 -5.01074 0.56613 0.47580  -0.16
C5 -4.55150 -0.85010 -0.07974  -0.21
C6 -3.96738 -1.85060 1.00074  -0.22
C7 -2.61764 -1.41589 1.72238  -0.19
C8 -1.57939 -0.57604 0.82780  -0.17
C9 -0.10201 -1.20192 0.74856  -0.14
C10 0.50458 -1.40405 -0.72856  -0.28
C11 -0.47534 -2.19287 -1.73416  -0.14
C12 -1.55009 -3.16524 -1.12181  -0.69
O3 -1.50789 -3.84350 -0.09860  -0.02
I1 -3.38290 -3.43202 -2.33503  0.88
C13 1.10937 -0.04037 -1.36687  -0.59
P1 -0.06639 1.42365 -1.67326  0.94
N1 -1.62619 0.91469 -2.38249  -0.16
O4 -0.60890 2.13169 -0.17669  -0.34
P2 2.43239 0.78857 -0.22318  0.63
O5 2.30597 2.51732 -0.35899  -0.43
Br1 4.54699 0.46599 -0.89211  0.42
C14 1.67803 -0.33117 -2.87966  -0.38
C15 2.34128 0.93750 -3.57663  -0.15
S1 2.69907 -1.86643 -2.89495  0.75
O6 4.06619 -1.50856 -3.45346  -0.37
O7 2.20299 -2.93366 -3.84477  -0.31
O8 2.89236 -2.30336 -1.33163  -0.21
C16 1.74986 -2.44165 -0.49492  -0.43
F1 1.33934 -3.82642 -0.64813  0.02
N2 2.27192 -2.45141 0.89659  0.02
C17 3.54669 -3.23596 1.00024  -0.23
C18 3.76106 -3.64309 2.56127  -0.09
H1 -5.56234 4.30567 2.23765  0.07
H2 -6.54448 2.59837 2.66306  0.07
H3 -7.57592 3.63718 0.17294  0.11
H4 -4.17270 1.20846 0.89627  0.14
H5 -5.84382 0.37349 1.24685  0.14
H6 -3.85441 -0.73078 -0.98703  0.07
H7 -5.49544 -1.34431 -0.51746  0.12
H8 -4.76749 -1.94726 1.82649  0.12
H9 -3.81896 -2.92573 0.62592  0.07
H10 -2.92086 -0.79665 2.64392  0.09
H11 -2.15688 -2.37263 2.16867  0.11
H12 -1.91866 -0.39299 -0.23813  0.07
H13 -1.46419 0.41237 1.40384  0.11
H14 -0.18955 -2.19143 1.32727  0.12
H15 0.58877 -0.56050 1.40643  0.10
H16 0.09724 -2.83956 -2.50143  0.13
H17 -1.06679 -1.49371 -2.43233  0.08
H18 -2.34957 1.55405 -1.99865  0.04
H19 -1.53819 1.22473 -3.36902  0.04
H20 -0.24932 3.04683 -0.14434  0.05
H21 2.04183 2.84620 0.52779  0.05
H22 0.74256 -0.56654 -3.50979  0.13
H23 3.15021 0.69466 -4.33813  0.08
H24 1.51075 1.45988 -4.17447  0.08
H25 2.76450 1.72288 -2.87989  0.05
H26 2.52379 -1.52012 1.23790  0.08
H27 3.54304 -4.21503 0.43391  0.12
H28 4.47391 -2.66263 0.67103  0.11
H29 4.40502 -4.59058 2.55142  0.06
H30 4.31157 -2.78862 3.06234  0.07
H31 2.75223 -3.88745 3.03962  0.08
C19 4.33435 4.17793 -5.74199  0.06
N3 3.04120 3.44920 -5.67773  -0.41
O9 3.04943 2.26130 -5.95148  0.02
O10 2.06060 4.09509 -5.35387  0.06
H32 5.11477 3.48174 -6.04115  0.10
H33 4.22587 4.97516 -6.47636  0.10
H34 4.53519 4.57928 -4.74896  0.08
C20 -2.74755 -2.70924 5.70196  0.02
N4 -2.70083 -1.28336 5.28050  -0.45
O11 -1.61596 -0.83519 4.94067  0.04
O12 -3.75262 -0.66558 5.30586  0.05
H35 -1.74811 -3.12897 5.62942  0.09
H36 -3.10306 -2.73572 6.73077  0.09
H37 -3.43259 -3.22778 5.03371  0.10
C21 5.50415 8.30288 -3.45222  0.02
N5 5.25547 6.84988 -3.27022  -0.44
O13 4.15841 6.51379 -2.85895  0.05
O14 6.17219 6.09547 -3.54715  0.06
H38 4.60843 8.85010 -3.16958  0.09
H39 6.34139 8.57564 -2.81072  0.10
H40 5.74031 8.46638 -4.50095  0.09
C22 -3.48166 -1.57627 -6.71393  0.04
N6 -4.24587 -1.35650 -5.45825  -0.46
O15 -3.76604 -0.59104 -4.63877  0.01
O16 -5.29783 -1.95965 -5.34121  0.04
H41 -2.57249 -0.97991 -6.68010  0.09
H42 -3.24495 -2.63760 -6.77267  0.10
H43 -4.11608 -1.26608 -7.54277  0.10
C23 1.53552 7.55234 -5.07492  0.06
N7 2.58460 8.28009 -5.83517  -0.42
O17 2.21713 9.05579 -6.69599  0.09
O18 3.74594 8.04438 -5.53774  0.02
H44 0.55920 7.85909 -5.44367  0.10
H45 1.69214 6.48620 -5.23668  0.08
H46 1.65080 7.81346 -4.02385  0.10
C24 -2.28887 0.18434 9.08387  0.04
N8 -2.54842 -1.26600 9.27381  -0.45
O19 -3.65277 -1.59186 9.67230  0.06
O20 -1.63259 -2.02734 9.01360  0.05
H47 -3.18545 0.73905 9.35041  0.10
H48 -1.45845 0.45864 9.73240  0.11
H49 -2.03834 0.33717 8.03537  0.08
C25 -3.42899 -7.33320 7.00330  0.05
N9 -3.38123 -5.90984 6.58024  -0.43
O21 -2.29986 -5.46154 6.24000  0.06
O22 -4.43078 -5.29300 6.60460  0.07
H50 -2.42834 -7.75364 6.93127  0.10
H51 -3.78533 -7.35790 8.03197  0.10
H52 -4.11475 -7.85130 6.33472  0.10
C26 -1.19262 3.47926 5.62308  0.04
N10 -1.24733 3.01517 7.03324  -0.44
O23 -0.23182 2.53716 7.50637  0.06
O24 -2.30956 3.14684 7.61543  0.06
H53 -0.19256 3.30048 5.23436  0.09
H54 -1.93278 2.91051 5.06166  0.10
H55 -1.42453 4.54327 5.61866  0.10
C27 7.23977 -7.20431 3.69100  0.04
N11 6.43575 -6.17857 4.40485  -0.44
O25 6.36713 -5.07068 3.90225  0.05
O26 5.90266 -6.52319 5.44370  0.07
H56 7.65265 -6.75974 2.78808  0.09
H57 8.03503 -7.52385 4.36266  0.10
H58 6.57424 -8.03037 3.44520  0.10
C28 2.42455 -0.10641 -7.86542  0.04
N12 1.36568 -0.71871 -8.70950  -0.45
O27 1.49613 -0.64029 -9.91806  0.06
O28 0.43977 -1.25657 -8.12707  0.05
H59 3.17958 0.33298 -8.51352  0.10
H60 1.95272 0.65741 -7.25031  0.08
H61 2.85521 -0.89761 -7.25255  0.11

***

(2)
Density functional theory data (ωB97M-V/def2-TZVPD) for a molecular structure, C23H29F10N6OPS3SbW.

The value obtained for the energy above the lowest of the compared OMol25 structures with the same formula, charge and spin is 0.0 kJ/mol. As for the expectation value of S²: 0.76. The spin multiplicity is 2. Its gap between HOMO and LUMO (alpha / beta) is 6.206 / 7.134 eV. The value obtained for the HOMO energy (alpha / beta) is -0.263 / -0.286 Eh. For the LUMO energy (alpha / beta), the calculation gives -0.949 / -0.640 eV.

Each line ends with the Mulliken spin population.
Atoms and positions in Å:
W1 -0.13382 -1.21143 0.90328  0.68
C1 -4.12707 -2.29824 -2.34452  0.00
N1 -3.34914 -1.73464 -1.25890  0.00
C2 -3.30372 -2.57690 -0.08082  0.03
C3 -2.05504 -3.44521 -0.10255  -0.01
N2 -0.83224 -2.66107 -0.32489  0.12
C4 -0.20610 -2.86965 -1.53654  -0.05
C5 0.35471 -1.79181 -2.21491  0.04
F1 0.28732 -0.58789 -1.59531  0.01
C6 0.99071 -1.87025 -3.43005  0.01
F2 1.48586 -0.76935 -4.00318  0.00
C7 1.11291 -3.09999 -4.04262  0.01
F3 1.71994 -3.21527 -5.22191  0.00
C8 0.60903 -4.21204 -3.39837  0.00
F4 0.75313 -5.41295 -3.95720  0.00
C9 -0.01176 -4.10278 -2.16820  0.02
F5 -0.39787 -5.23240 -1.56512  0.00
C10 -3.65194 -0.35248 -0.95239  0.00
C11 -2.39678 0.43511 -0.56302  0.01
N3 -1.76510 0.13782 0.74735  0.05
C12 -2.25090 0.89813 1.80199  0.03
C13 -1.53463 1.04513 3.00772  0.01
F6 -0.29046 0.56731 3.11145  0.00
C14 -1.96626 1.72886 4.12610  0.00
F7 -1.17563 1.79148 5.19726  0.00
C15 -3.18156 2.37191 4.12936  0.00
F8 -3.61771 3.03577 5.19681  0.00
C16 -3.91498 2.31165 2.96774  0.00
F9 -5.09591 2.93212 2.90380  0.00
C17 -3.46955 1.61829 1.85569  0.00
F10 -4.32150 1.69481 0.81372  0.00
H1 -3.77727 -3.30831 -2.56727  0.00
H2 -3.99231 -1.69554 -3.24330  0.00
H3 -5.20500 -2.35666 -2.12021  0.00
H4 -4.18443 -3.23299 -0.01299  0.00
H5 -3.30431 -1.95634 0.81248  -0.01
H6 -2.16567 -4.19946 -0.87764  0.00
H7 -1.96012 -3.97120 0.85021  0.00
H8 -4.42758 -0.28841 -0.18299  0.00
H9 -4.05958 0.13203 -1.84307  0.00
H10 -2.61445 1.50207 -0.62442  0.00
H11 -1.67595 0.23254 -1.34713  -0.02
S1 2.53557 -0.56696 3.78286  0.01
Sb1 1.77673 -2.52796 2.96013  0.02
S2 -0.86744 -2.21303 2.66438  0.03
S3 1.98164 -2.29147 0.55397  0.04
C18 1.72654 2.76461 2.58570  0.00
N4 2.68424 2.29591 1.58368  0.00
C19 3.97944 2.95843 1.61302  0.00
P1 2.17467 1.35303 0.34862  0.02
O1 0.98374 0.54442 0.83892  -0.03
N5 1.61405 2.20890 -0.95089  0.00
C20 2.50996 3.12098 -1.65283  0.00
C21 0.19731 2.47898 -1.15722  0.00
N6 3.50259 0.59049 -0.21706  0.00
C22 3.55935 0.05833 -1.57590  0.00
C23 4.52543 0.03628 0.66533  0.00
H12 1.87903 3.83263 2.75473  0.00
H13 1.85048 2.22179 3.52131  0.00
H14 0.70773 2.62349 2.23506  0.00
H15 3.86795 4.03887 1.48127  0.00
H16 4.62329 2.58178 0.82182  0.00
H17 4.46900 2.77629 2.57345  0.00
H18 3.54793 2.89379 -1.41844  0.00
H19 2.31024 4.16127 -1.37501  0.00
H20 2.37150 3.02376 -2.73335  0.00
H21 -0.39081 1.92718 -0.43051  0.00
H22 -0.10893 2.17987 -2.16349  0.00
H23 -0.01073 3.54700 -1.03746  0.00
H24 2.76817 0.47262 -2.19174  0.00
H25 3.45708 -1.02931 -1.55984  0.00
H26 4.52529 0.30796 -2.02498  0.00
H27 4.32755 0.30213 1.69979  0.00
H28 5.51116 0.39891 0.35644  0.00
H29 4.51293 -1.05271 0.60280  0.00

***

(3)
Density functional theory data (ωB97M-V/def2-TZVPD) for a single C6H7N molecule.

The value obtained for the energy above the lowest of the compared OMol25 structures with the same formula, charge and spin is 332.7 kJ/mol. The SMILES is C#C[C@@H](C)CC#N. The spin multiplicity is 1. Its gap between HOMO and LUMO is 10.596 eV. The value obtained for the HOMO energy is -0.381 Eh. For the LUMO energy, the calculation gives 0.239 eV.

Each line ends with the natural charge from an NBO analysis.
Atoms and positions in Å:
C1 2.38909 -0.92646 -0.37668  -0.15
C2 1.35870 -0.44195 -0.77397  -0.07
C3 0.22566 0.01715 0.07708  -0.24
C4 0.08212 1.52243 0.00636  -0.60
C5 -1.00500 -0.82359 -0.24731  -0.51
C6 -2.02715 -0.62493 0.77730  0.29
N1 -2.77113 -0.43430 1.64149  -0.32
H1 3.14018 -1.30169 0.26609  0.23
H2 0.51900 -0.24195 1.10414  0.21
H3 -0.20633 1.82932 -1.00097  0.21
H4 -0.64903 1.87051 0.73881  0.22
H5 1.05115 1.98153 0.23306  0.22
H6 -1.38008 -0.56824 -1.24045  0.25
H7 -0.71473 -1.88159 -0.26065  0.26

***

(4)
Density functional theory data (ωB97M-V/def2-TZVPD) for a single C2H3N molecule.

The value obtained for the energy above the lowest of the compared OMol25 structures with the same formula, charge and spin is 42.0 kJ/mol. The SMILES is CC#N. The spin multiplicity is 1. Its gap between HOMO and LUMO is 12.371 eV. The value obtained for the HOMO energy is -0.427 Eh. For the LUMO energy, the calculation gives 0.743 eV.

Each line ends with the natural charge from an NBO analysis.
Atoms and positions in Å:
C1 0.51377 0.04285 0.03918  -0.74
C2 -0.92410 -0.04168 0.04922  0.27
N1 -2.06128 0.02703 -0.02538  -0.33
H1 0.77198 0.36774 -0.98333  0.26
H2 0.81868 -1.09032 -0.01678  0.26
H3 0.88096 0.69439 0.93709  0.27